Here is a molecular structure, C38H41Cl3MoN2O2S2Si from the OMol25 dataset. Energies are from ωB97M-V/def2-TZVPD.

Last column: Löwdin spin population.
Atoms and positions in Å:
Mo (9.289, 10.680, 11.994)  1.598
C (5.632, 6.997, 13.280)  0.001
C (6.357, 8.079, 14.070)  0.003
C (6.054, 8.034, 15.557)  0.000
C (7.848, 8.150, 13.764)  0.026
C (8.762, 7.508, 14.640)  0.009
C (10.086, 7.345, 14.277)  0.021
C (10.604, 7.825, 13.105)  0.021
C (11.958, 7.362, 12.617)  0.002
C (9.748, 8.535, 12.204)  0.020
C (8.338, 8.627, 12.550)  0.002
H (4.572, 6.999, 13.526)  0.000
H (6.033, 6.027, 13.475)  0.000
H (5.701, 7.210, 12.213)  0.000
H (5.981, 9.041, 13.658)  0.001
H (6.141, 7.020, 15.911)  0.000
H (5.058, 8.360, 15.801)  0.000
H (6.745, 8.662, 16.127)  0.000
H (8.435, 7.107, 15.609)  0.000
H (10.760, 6.841, 14.988)  0.001
H (12.125, 7.645, 11.589)  0.000
H (12.084, 6.283, 12.685)  0.001
H (12.735, 7.846, 13.220)  0.001
H (10.005, 8.407, 11.145)  0.005
H (7.600, 8.648, 11.720)  0.001
O (10.454, 13.707, 13.909)  -0.002
S (9.432, 14.828, 13.954)  -0.001
C (9.284, 15.184, 15.789)  -0.001
C (9.455, 13.907, 16.633)  0.000
C (10.927, 13.366, 16.758)  0.000
C (11.077, 12.028, 17.479)  0.000
S (10.396, 10.521, 16.622)  0.000
O (9.413, 11.062, 15.645)  0.004
C (9.430, 9.759, 17.983)  0.000
C (8.288, 10.430, 18.337)  0.000
C (7.326, 9.815, 19.167)  0.000
C (7.577, 8.578, 19.728)  0.000
C (8.838, 7.977, 19.488)  0.000
C (9.749, 8.561, 18.605)  0.000
C (10.391, 16.262, 13.329)  0.000
C (9.932, 17.115, 12.320)  0.000
C (10.863, 17.876, 11.588)  0.000
C (12.211, 17.759, 11.898)  0.000
C (12.594, 17.069, 13.033)  0.000
C (11.683, 16.307, 13.760)  0.000
H (8.277, 15.587, 15.878)  0.000
H (10.043, 15.907, 16.095)  0.000
H (8.811, 13.129, 16.260)  0.000
H (9.063, 14.141, 17.618)  0.000
H (11.564, 14.074, 17.327)  0.000
H (11.376, 13.241, 15.738)  0.000
H (10.611, 12.078, 18.476)  0.000
H (12.145, 11.822, 17.548)  0.000
H (8.064, 11.399, 17.897)  0.000
H (6.360, 10.334, 19.303)  0.000
H (6.876, 8.050, 20.356)  0.000
H (9.115, 7.035, 19.958)  0.000
H (10.691, 8.044, 18.341)  0.000
H (8.865, 17.154, 12.075)  0.000
H (10.493, 18.549, 10.781)  0.000
H (12.977, 18.255, 11.289)  0.000
H (13.628, 17.082, 13.397)  0.000
H (11.996, 15.617, 14.569)  0.000
C (4.981, 13.684, 15.108)  0.022
C (5.005, 14.192, 13.822)  -0.002
C (5.844, 13.640, 12.840)  0.019
C (6.654, 12.497, 13.165)  0.002
C (6.492, 11.858, 14.419)  0.019
C (5.685, 12.492, 15.365)  -0.004
N (7.552, 12.000, 12.182)  0.084
N (7.253, 12.510, 10.998)  0.018
C (8.009, 12.108, 9.934)  0.028
C (7.750, 12.496, 8.612)  0.000
C (8.453, 11.886, 7.586)  0.067
C (9.512, 10.968, 7.844)  -0.030
C (9.913, 10.727, 9.138)  0.086
C (9.095, 11.227, 10.200)  -0.014
H (4.403, 14.146, 15.908)  0.001
H (4.376, 15.037, 13.517)  -0.001
H (5.924, 14.081, 11.844)  0.001
H (7.106, 10.980, 14.670)  0.002
H (5.563, 11.989, 16.363)  0.000
H (6.971, 13.244, 8.413)  0.000
H (8.176, 12.051, 6.544)  0.003
H (10.008, 10.461, 6.993)  -0.002
H (10.778, 10.072, 9.336)  0.004
Cl (13.062, 10.406, 11.063)  -0.007
Si (11.650, 11.700, 12.210)  0.001
Cl (12.130, 13.417, 11.021)  0.005
Cl (12.845, 11.636, 13.993)  -0.015

The spin multiplicity is 3. Its highest occupied orbital energy (alpha / beta) is -13.295 / -13.350 eV. Its total charge is +2. The LUMO energy (alpha / beta) is -8.67 / -8.28 eV.


Here is a molecular structure, C38H41ClCsN4O4Sb from the OMol25 dataset. Energies are from ωB97M-V/def2-TZVPD.

Last column: Mulliken charge in e.
Atoms and positions in Å:
Cs (0.440, 1.009, -0.185)  1.549
O (-1.751, -0.818, -0.475)  -0.035
C (-2.406, -0.486, -1.529)  -0.050
C (-3.826, -0.347, -1.525)  -0.739
C (-4.543, 0.066, -2.626)  -0.580
C (-3.903, 0.367, -3.829)  -0.973
C (-2.526, 0.219, -3.880)  -0.223
C (-1.778, -0.206, -2.786)  1.133
C (-0.331, -0.469, -2.996)  -0.425
N (0.581, 0.354, -3.326)  -0.245
C (0.231, 1.773, -3.375)  -0.564
C (1.442, 2.713, -3.401)  -0.939
N (2.479, 2.406, -2.430)  -0.330
C (2.786, 3.235, -1.517)  -0.757
C (2.199, 4.540, -1.130)  1.172
C (3.071, 5.602, -0.903)  -0.459
C (2.635, 6.854, -0.499)  -0.698
C (1.263, 7.027, -0.280)  -0.333
C (0.377, 5.989, -0.445)  -0.751
C (0.793, 4.677, -0.852)  -0.124
O (-0.023, 3.710, -0.939)  -0.722
H (-4.334, -0.586, -0.604)  0.373
H (-5.623, 0.156, -2.552)  0.389
H (-4.459, 0.695, -4.698)  0.353
H (-2.003, 0.419, -4.811)  0.394
H (-0.028, -1.510, -2.894)  -0.057
H (-0.408, 2.054, -2.537)  0.495
H (-0.342, 1.982, -4.285)  0.238
H (1.049, 3.731, -3.300)  0.333
H (1.917, 2.619, -4.384)  0.505
H (3.655, 2.940, -0.916)  0.384
H (4.134, 5.433, -1.059)  0.374
H (3.334, 7.667, -0.346)  0.342
H (0.892, 7.997, 0.041)  0.336
H (-0.681, 6.123, -0.248)  0.376
Cl (7.466, 0.871, 4.173)  -0.305
C (6.046, 0.460, 3.216)  0.198
C (6.156, -0.515, 2.208)  -0.506
C (5.068, -0.855, 1.458)  -0.525
C (3.767, -0.246, 1.644)  -0.344
O (2.786, -0.586, 0.946)  -0.376
C (3.710, 0.757, 2.685)  1.287
C (2.498, 1.475, 3.019)  -0.499
O (1.405, 1.420, 2.486)  -0.468
C (4.849, 1.076, 3.444)  -0.806
H (7.116, -0.988, 2.035)  0.376
H (5.142, -1.603, 0.677)  0.401
H (2.625, 2.149, 3.899)  0.107
H (4.765, 1.831, 4.219)  0.307
N (1.306, -3.110, 0.777)  -0.394
C (0.655, -3.717, -0.260)  -0.354
C (-0.416, -4.572, -0.093)  -0.548
C (-1.032, -5.192, -1.195)  -0.678
C (-0.590, -4.991, -2.473)  -1.081
C (0.510, -4.127, -2.689)  1.604
C (1.011, -3.812, -3.974)  -0.767
C (2.035, -2.920, -4.105)  -0.535
C (2.592, -2.348, -2.940)  -0.278
N (2.176, -2.636, -1.737)  -0.415
C (1.137, -3.494, -1.595)  0.727
H (0.761, -2.929, 1.604)  0.232
H (1.934, -2.343, 0.537)  0.226
H (-0.800, -4.748, 0.905)  0.436
H (-1.886, -5.835, -1.020)  0.356
H (-1.084, -5.456, -3.318)  0.333
H (0.546, -4.262, -4.844)  0.341
H (2.404, -2.628, -5.079)  0.366
H (3.390, -1.616, -3.016)  0.431
C (-5.001, 0.168, 2.135)  -1.168
C (-3.625, 0.807, 1.985)  -0.836
Sb (-1.860, -0.408, 2.394)  0.123
C (-2.188, -0.529, 4.576)  -1.021
C (-3.615, -0.555, 5.114)  -1.105
C (-2.667, -2.389, 2.008)  -0.205
C (-2.334, -3.446, 3.054)  -1.453
H (-5.793, 0.904, 1.954)  0.363
H (-5.158, -0.247, 3.131)  0.242
H (-5.153, -0.643, 1.427)  0.218
H (-3.536, 1.669, 2.652)  0.544
H (-3.475, 1.172, 0.967)  0.442
H (-1.643, 0.316, 5.006)  0.481
H (-1.646, -1.425, 4.888)  0.451
H (-4.171, 0.333, 4.807)  0.272
H (-3.640, -0.592, 6.209)  0.370
H (-4.167, -1.424, 4.746)  0.259
H (-2.223, -2.636, 1.044)  0.080
H (-3.744, -2.321, 1.850)  0.309
H (-1.255, -3.515, 3.230)  0.256
H (-2.668, -4.439, 2.732)  0.414
H (-2.801, -3.243, 4.019)  0.373

Its energy above the lowest of the compared OMol25 structures with the same formula, charge and spin is 0.887 eV. Its highest occupied orbital energy is -2.049 eV. Its total charge is -2. The LUMO energy is 3.92 eV.


Computed largest force on an atom, in the same sequence as the records: 0.0777, 0.0110 Eh/bohr.
Computed E, in the same sequence as the records: -4266.59734, -2713.25982 Ha.